48
Properties=species:S:1:pos:R:3 method="wB97M-V/def2-TZVPD" total_charge=0 homo_ev=-8.4 smiles="O=C(c1ccc(C(=O)C(F)(F)F)cc1)N1CCOc2ccc(-c3cccnc3)cc2C1" largest_force_ev_per_a=3.28 homo_lumo_gap_ev=7.56
O 1.660 -1.679 0.500
O -5.175 -3.490 -0.779
F -5.669 -6.099 -0.453
F -3.980 -6.064 0.912
F -3.569 -6.389 -1.182
N 1.522 5.475 3.893
O -0.022 1.448 -2.675
C 1.028 -1.596 -0.555
C -4.180 -4.195 -0.622
C 2.184 4.737 4.835
C 1.130 4.893 2.740
C 2.437 3.409 4.585
C -0.322 2.962 -0.920
C -1.421 -1.539 -0.779
C -0.394 -3.669 -0.240
C -2.693 -2.153 -0.788
C -1.674 -4.265 -0.267
C 2.016 2.766 3.416
C 0.017 3.456 0.336
C 1.950 2.064 0.404
C 0.472 1.925 -1.494
C -0.275 -2.297 -0.546
C -2.840 -3.538 -0.561
C 1.409 3.549 2.412
C 1.135 2.991 1.054
C 1.621 1.492 -0.841
N 1.511 -0.787 -1.582
C -4.355 -5.699 -0.328
C 2.425 0.307 -1.282
C 0.693 0.597 -3.542
C 0.939 -0.802 -2.941
H 2.431 5.151 5.803
H 0.660 5.527 1.998
H 2.956 2.828 5.335
H -1.282 3.246 -1.389
H -1.348 -0.475 -0.975
H 0.511 -4.249 0.044
H -3.571 -1.510 -1.031
H -1.759 -5.319 0.062
H 2.190 1.692 3.285
H -0.641 4.199 0.786
H 2.813 1.678 0.952
H 3.135 0.014 -0.532
H 2.956 0.546 -2.205
H 0.110 0.466 -4.458
H 1.659 1.055 -3.819
H 1.643 -1.359 -3.595
H -0.037 -1.301 -2.966

=====

54
Properties=species:S:1:pos:R:3 method="wB97M-V/def2-TZVPD" total_charge=+1 homo_ev=-11.6 largest_force_ev_per_a=0.50 homo_lumo_gap_ev=6.09
Mo 0.124 1.286 -0.822
O -0.717 0.724 -2.388
C -0.754 -0.254 -3.284
C -1.810 -0.315 -4.188
C -1.811 -1.323 -5.130
C -0.777 -2.263 -5.194
C 0.261 -2.198 -4.297
C 0.284 -1.192 -3.316
C 1.327 -1.158 -2.349
N 1.457 -0.343 -1.355
C 2.557 -0.594 -0.420
C 1.991 -0.407 0.969
N 1.271 0.864 0.988
C 1.247 1.552 2.071
C 0.467 2.729 2.316
C 0.654 3.456 3.499
C -0.148 4.539 3.784
C -1.169 4.900 2.905
C -1.393 4.189 1.741
C -0.566 3.113 1.452
O -0.768 2.426 0.318
H -2.599 0.421 -4.138
H -2.628 -1.383 -5.837
H -0.798 -3.037 -5.947
H 1.065 -2.922 -4.332
H 2.085 -1.934 -2.451
H 3.357 0.120 -0.616
H 2.939 -1.606 -0.550
H 2.773 -0.409 1.729
H 1.271 -1.196 1.195
H 1.854 1.197 2.902
H 1.435 3.158 4.186
H 0.006 5.104 4.693
H -1.799 5.747 3.137
H -2.182 4.453 1.051
Br -5.418 -1.599 -2.445
C -4.741 -1.474 -0.683
C -5.513 -1.900 0.386
C -5.008 -1.801 1.675
C -3.745 -1.278 1.894
C -2.978 -0.862 0.810
C -3.472 -0.960 -0.486
C -1.627 -0.293 1.062
O -1.224 0.052 2.143
O -0.879 -0.217 -0.062
H -6.501 -2.305 0.211
H -5.610 -2.136 2.509
H -3.343 -1.186 2.894
H -2.877 -0.643 -1.329
O -0.026 3.014 -2.060
S 1.364 3.158 -2.683
O 1.689 4.506 -2.974
O 1.612 2.128 -3.648
S 2.195 2.494 -0.878